[1]
{"formula": "C4H4F2N2", "method": "the ωB97M-V functional and the def2-TZVPD basis", "total_charge": 0, "smiles": "C=N/N=C\\C(F)=C/F", "homo_lumo_gap_ev": 9.55, "elements": ["C", "C", "C", "C", "H", "H", "H", "H", "N", "N", "F", "F"], "coordinates": [[-1.559, -0.573, -0.432], [-1.362, 0.584, 0.181], [-0.211, 1.393, 0.173], [2.085, -0.977, 0.033], [-2.671, -0.891, -0.551], [-0.309, 2.542, 0.209], [2.148, -2.143, 0.288], [2.911, -0.293, -0.557], [0.979, 1.065, 0.403], [1.120, -0.344, 0.563], [-0.663, -1.408, -0.928], [-2.468, 1.044, 0.619]], "atomic_forces_ev_per_a": [[-2.208, -1.494, -0.298], [1.307, -2.793, -2.295], [0.617, 3.892, 1.496], [1.422, 1.018, -0.007], [2.222, 0.166, 0.273], [-0.448, -1.827, -0.382], [0.099, 2.857, -0.901], [-1.776, -2.269, 1.130], [2.121, -2.186, -0.591], [-0.094, -0.179, 0.423], [-0.201, 0.150, -0.511], [-3.060, 2.665, 1.661]]}

=====

[2]
{"formula": "C4H10NO2", "method": "the ωB97M-V functional and the def2-TZVPD basis", "total_charge": 1, "smiles": "CC[C@H]([NH3+])C(=O)O", "homo_lumo_gap_ev": 11.12, "elements": ["O", "C", "O", "C", "C", "C", "N", "H", "H", "H", "H", "H", "H", "H", "H", "H", "H"], "coordinates": [[-0.003, 2.598, 1.045], [0.054, 1.746, 0.250], [0.634, 2.018, -0.971], [-0.527, 0.346, 0.112], [0.647, -0.463, 0.692], [0.266, -1.949, 0.874], [-0.790, 0.024, -1.333], [0.528, 2.899, -1.276], [-1.573, 0.264, 0.594], [0.960, -0.199, 1.765], [1.530, -0.281, 0.109], [-0.033, -2.434, 0.060], [-0.457, -1.929, 1.709], [1.331, -2.266, 1.285], [-1.640, 0.523, -1.634], [-0.979, -1.081, -1.383], [0.052, 0.185, -1.897]], "atomic_forces_ev_per_a": [[-0.526, 0.071, 2.293], [-0.858, 1.437, -3.417], [0.406, -2.227, -0.533], [-0.421, 0.902, 2.111], [-1.268, -1.275, 1.584], [4.185, 2.818, 4.881], [-0.355, -3.605, 0.574], [0.197, 1.713, 0.178], [2.008, -0.015, -0.179], [-0.907, 0.568, -1.673], [0.418, -0.052, -0.630], [-1.109, -2.313, -3.278], [0.251, -0.654, -0.537], [-2.532, -0.634, -0.857], [0.662, -0.199, -0.403], [0.239, 2.944, 0.025], [-0.391, 0.519, -0.140]]}

=====

[3]
{"formula": "C20H23B3Br36O3", "method": "the ωB97M-V functional and the def2-TZVPD basis", "total_charge": 0, "homo_lumo_gap_ev": 7.59, "elements": ["C", "C", "C", "C", "C", "C", "B", "O", "B", "O", "B", "O", "C", "C", "H", "H", "H", "H", "H", "H", "H", "H", "H", "H", "H", "C", "Br", "Br", "Br", "H", "C", "Br", "Br", "Br", "H", "C", "Br", "Br", "Br", "H", "C", "Br", "Br", "Br", "H", "C", "Br", "Br", "Br", "H", "C", "Br", "Br", "Br", "H", "C", "Br", "Br", "Br", "H", "C", "Br", "Br", "Br", "H", "C", "Br", "Br", "Br", "H", "C", "Br", "Br", "Br", "H", "C", "Br", "Br", "Br", "H", "C", "Br", "Br", "Br", "H"], "coordinates": [[6.067, 0.864, 2.479], [4.964, 1.638, 1.512], [3.883, 0.627, 0.734], [2.742, 1.349, -0.197], [2.653, 3.007, -0.361], [1.383, 3.535, -1.313], [0.025, 3.303, -0.356], [-0.246, 4.341, 0.658], [-0.424, 3.697, 2.008], [-0.867, 2.293, 2.190], [-0.767, 1.518, 0.932], [-0.860, 2.123, -0.444], [3.729, 4.024, 0.376], [4.888, 3.285, 1.322], [5.602, -0.135, 2.936], [6.408, 1.503, 3.407], [6.952, 0.541, 1.772], [3.915, -0.555, 0.867], [1.967, 0.636, -0.736], [1.271, 2.839, -2.252], [1.454, 4.679, -1.570], [-0.194, 4.406, 2.946], [-0.615, 0.330, 0.934], [3.656, 5.185, 0.224], [5.665, 3.976, 1.904], [-3.886, -1.511, 0.508], [-3.651, -2.748, -0.974], [-3.392, -2.316, 2.209], [-2.953, 0.169, 0.204], [-4.954, -1.278, 0.563], [-3.773, 5.302, 4.021], [-3.538, 4.064, 2.538], [-3.279, 4.497, 5.721], [-2.840, 6.982, 3.716], [-4.842, 5.535, 4.076], [-0.596, 5.363, 8.912], [0.667, 4.237, 7.951], [-1.161, 6.889, 7.846], [-2.113, 4.344, 9.578], [-0.069, 5.761, 9.786], [-4.813, -6.009, 1.272], [-6.556, -5.747, 0.448], [-4.933, -7.069, 2.899], [-3.524, -6.750, 0.018], [-4.445, -5.019, 1.561], [0.633, -2.698, -0.512], [1.499, -4.433, -0.665], [0.379, -2.177, 1.345], [1.571, -1.329, -1.526], [-0.363, -2.798, -0.955], [3.174, -5.324, -4.507], [1.546, -4.263, -4.592], [4.655, -4.319, -3.744], [2.891, -7.011, -3.581], [3.451, -5.568, -5.538], [-8.275, -4.463, 3.686], [-8.281, -5.191, 5.490], [-9.730, -3.202, 3.409], [-6.551, -3.692, 3.222], [-8.445, -5.302, 3.003], [0.253, -2.050, -8.163], [2.168, -2.381, -8.090], [-0.716, -3.568, -8.900], [-0.455, -1.510, -6.433], [0.100, -1.210, -8.848], [-0.986, -6.673, 3.684], [-0.142, -5.770, 2.182], [0.323, -7.300, 4.980], [-2.356, -5.570, 4.515], [-1.489, -7.559, 3.283], [-3.618, 3.424, -2.711], [-5.127, 2.761, -1.676], [-3.940, 5.216, -3.394], [-1.953, 3.318, -1.711], [-3.512, 2.765, -3.579], [6.853, 7.070, 1.190], [8.768, 6.739, 1.263], [5.884, 5.553, 0.453], [6.145, 7.610, 2.919], [6.700, 7.911, 0.505], [2.025, -4.045, -11.707], [3.770, -4.410, -10.930], [2.155, -3.568, -13.589], [0.781, -5.513, -11.417], [1.618, -3.173, -11.184]], "atomic_forces_ev_per_a": [[-0.664, -0.062, -0.487], [-2.729, 0.551, -1.658], [-0.482, 4.979, -0.590], [2.753, 1.921, 2.197], [2.072, -1.465, 1.381], [-0.029, -0.709, 0.896], [0.935, 1.549, 0.869], [0.381, -4.537, 1.422], [-0.843, -0.297, -1.817], [1.756, 1.439, -4.067], [0.013, 1.212, 0.748], [5.817, -1.282, 6.432], [-0.973, -5.527, 0.264], [-2.544, -3.093, -0.683], [0.803, 2.257, -1.203], [-0.541, -1.081, -2.166], [-1.556, 0.784, 1.681], [-0.035, 2.922, -0.317], [1.839, 2.452, 1.469], [0.562, 1.557, 1.669], [0.100, -2.365, 0.395], [-0.137, -0.434, -0.213], [0.506, 0.944, 0.368], [-0.354, -2.933, 0.447], [-2.281, -2.598, -1.018], [-0.356, 0.121, 0.100], [0.050, 0.289, 0.421], [-0.051, 0.110, -0.389], [-1.377, -0.929, -0.467], [0.455, -0.136, -0.025], [-0.237, 0.043, 0.081], [-0.168, 0.374, 0.334], [-0.093, 0.157, -0.481], [-0.164, -0.456, 0.068], [0.498, -0.107, -0.036], [0.156, 0.135, 0.147], [-0.381, 0.274, 0.193], [0.159, -0.388, 0.272], [0.334, 0.226, -0.237], [-0.255, -0.197, -0.403], [0.099, 0.127, 0.079], [0.403, -0.315, -0.082], [-0.316, -0.059, -0.693], [-0.363, 0.151, 0.338], [-0.129, -0.369, -0.103], [-0.304, -0.104, -0.057], [-0.127, 0.459, 0.045], [0.241, -0.199, -0.529], [-0.398, -1.262, -0.115], [0.401, 0.046, 0.197], [0.028, -0.011, -0.193], [0.403, -0.249, 0.011], [-0.421, -0.236, -0.134], [0.054, 0.434, -0.160], [-0.137, 0.110, 0.469], [-0.042, -0.218, -0.136], [0.038, 0.238, -0.462], [0.412, -0.287, 0.095], [-0.437, 0.211, 0.478], [0.110, 0.349, 0.266], [-0.095, 0.160, -0.065], [-0.505, 0.059, -0.045], [0.268, 0.521, 0.346], [0.180, -0.148, -0.365], [0.066, -0.374, 0.332], [-0.078, -0.175, -0.154], [-0.223, -0.257, 0.476], [-0.329, 0.208, -0.311], [0.683, 0.024, 0.020], [0.168, 0.386, 0.179], [0.100, 0.859, -0.892], [0.472, 0.241, -0.170], [-0.218, -0.162, -0.031], [-5.109, 1.301, -3.499], [-0.106, 0.264, 0.379], [0.124, 0.418, -0.486], [-0.414, 0.057, 0.039], [2.154, 2.838, -0.494], [0.157, -0.227, -0.404], [0.141, -0.293, 0.390], [-0.104, 0.134, 0.123], [-0.419, 0.017, -0.280], [-0.016, -0.167, 0.483], [0.482, 0.176, -0.310], [0.168, -0.377, -0.171]]}

=====

Calculated values (eV) of HOMO level for the records, taken in order: -9.303; -15.046; -8.192.
Calculated values (kcal per mole) of relative energy (zero: lowest compared OMol25 entry of this formula, charge and spin) for the records, taken in order: 91.9; 52.6; 135.4.
Calculated values (eV) of E_LUMO for the records, taken in order: 0.24; -3.93; -0.60.